1.
The following is a quantum chemistry calculation of 2 unconnected molecules or ions with the total composition C2H7ISi at a distorted geometry, from the Open Molecules 2025 dataset.

The calculation puts the molar mass at 186.07 g mol⁻¹. The HOMO energy (alpha / beta) comes out at -10.43 / -6.66 eV. The calculation puts the LUMO energy (alpha / beta) at 0.2 / -3.4 eV.

XYZ file:
```
11
C2H7ISi | the Open Molecules 2025 dataset | ωB97M-V/def2-TZVPD
H 1.113 -1.164 -1.144
H -0.391 1.489 0.487
C 0.544 -1.026 -0.204
Si -1.328 -0.471 -0.343
H 1.173 -0.398 0.411
C -1.417 1.191 0.519
H -1.679 1.402 1.616
H -1.898 1.989 -0.049
H -2.253 -0.728 -1.494
H 0.526 -1.956 0.317
I 5.609 -0.328 -0.115
```


2.
The following is a quantum chemistry calculation of C4H5NO in the gas phase, from the Open Molecules 2025 dataset.

The calculation puts the molar mass at 83.09 g mol⁻¹. The HOMO energy comes out at -10.07 eV. The calculation puts the LUMO energy at 0.9 eV.

XYZ file:
```
11
C4H5NO | the Open Molecules 2025 dataset | ωB97M-V/def2-TZVPD
N -0.306 0.691 0.954
C -1.623 0.842 0.632
C 1.083 -0.877 -0.143
H -0.130 0.175 1.805
C 1.299 -2.049 0.017
H 1.554 1.183 0.092
H 1.466 -3.092 0.166
H -2.282 0.588 1.484
O -2.031 1.226 -0.446
C 0.692 0.535 -0.099
H 0.243 0.858 -1.044
```


3.
The following is a quantum chemistry calculation of a molecular structure, C40H39ClN6NaO2Si at a distorted geometry, from the Open Molecules 2025 dataset.

The calculation puts the molar mass at 722.32 g mol⁻¹. Its total charge is -1. The HOMO energy (alpha / beta) comes out at -4.83 / -1.68 eV. The calculation puts the LUMO energy (alpha / beta) at 1.8 / 1.8 eV.

XYZ file:
```
90
C40H39ClN6NaO2Si | the Open Molecules 2025 dataset | ωB97M-V/def2-TZVPD
H -1.618 3.483 -3.786
H -1.166 3.325 0.537
H 0.448 -0.201 -2.296
H -1.570 -0.254 1.050
H -3.577 1.291 -6.869
C 5.844 2.220 -0.728
H -1.180 -5.361 4.478
H -2.082 2.869 2.852
H -2.853 -0.498 -2.929
C -0.377 -2.377 -3.356
C 4.830 1.348 1.338
H -3.767 1.953 -0.696
C 0.778 -4.801 4.859
H 0.150 -1.393 -3.618
H 0.200 -0.290 -0.270
C -1.646 -3.519 -1.450
N -0.432 -2.255 4.380
C -2.557 0.145 -3.909
O -0.884 -1.376 -1.142
C 5.036 1.539 -1.616
C -2.363 0.452 2.974
C -0.073 -0.202 -1.298
C 0.813 -2.409 4.504
H 2.548 -2.195 -1.438
H 2.794 4.127 -2.214
H -2.398 -4.613 0.120
C -1.906 1.409 -3.393
H -3.457 -0.627 -5.755
C 1.999 4.038 -1.637
H -2.982 1.742 4.877
N -2.692 1.556 0.928
C 3.393 -0.582 1.209
N 2.606 -1.659 0.514
C 0.917 3.219 -2.240
C -0.603 -4.601 4.459
H -3.830 3.231 0.898
N 2.240 -1.267 3.004
C -3.202 1.445 3.840
Na 0.551 -1.761 1.462
C -3.210 1.347 -5.826
H 1.280 -5.812 5.067
H 2.634 -3.804 4.974
C -1.810 -4.689 -2.302
H 6.501 2.919 -1.406
C 1.472 -3.622 4.775
H -2.301 -3.188 3.740
H -4.657 2.181 1.452
C -1.184 -3.426 4.401
H -3.209 0.353 -0.794
H -0.568 1.228 2.044
C 1.974 4.447 -0.196
H 2.880 4.951 -0.101
C -0.077 2.986 -1.416
C -0.306 3.505 -0.112
C 5.874 2.178 0.567
C -3.146 0.103 -5.122
H 0.943 4.361 1.636
H -4.313 1.128 3.648
H -2.284 -5.744 -2.083
H 11.578 -1.421 2.854
C -2.892 1.368 -0.582
C -0.431 -3.505 -4.084
H -2.004 -0.230 3.713
H -3.005 -0.306 2.843
C 0.915 4.204 0.543
C -2.118 -3.531 -0.033
Cl -1.495 -5.924 -4.851
C -1.899 2.438 -4.181
H -2.253 3.399 -5.808
H 6.591 2.558 1.269
H -3.576 3.617 3.341
O -2.528 -2.721 0.756
C -3.199 2.688 2.937
C -1.550 0.829 1.622
H 4.963 1.398 -2.549
Si -1.253 1.419 -1.664
C 2.982 -1.461 -0.789
N 3.220 -0.448 2.437
N 3.546 -0.551 -1.512
C 1.799 -1.372 4.171
C -1.206 -4.643 -3.565
C -0.935 -2.445 -2.003
H 1.013 3.002 -3.214
C 4.428 0.301 -0.909
H 4.824 1.662 2.359
C 4.185 0.473 0.409
H -0.195 -3.502 -5.179
C -2.499 2.397 -5.506
C -3.655 2.496 1.577
H 2.228 -0.740 5.010
```


4.
The following is a quantum chemistry calculation of C4H7ClN2 in the gas phase at a distorted geometry, from the Open Molecules 2025 dataset.

The calculation puts the molar mass at 118.57 g mol⁻¹. The HOMO energy comes out at -8.58 eV. The calculation puts the LUMO energy at 1.0 eV.

XYZ file:
```
14
C4H7ClN2 | the Open Molecules 2025 dataset | ωB97M-V/def2-TZVPD
H 2.980 1.730 -0.992
H 2.036 2.074 0.488
H -1.644 -0.315 -1.336
Cl 2.495 -1.366 0.097
H -3.725 -0.641 -0.426
C -2.866 -0.985 0.156
N -0.540 -0.188 0.362
C -1.561 -0.458 -0.263
H 3.547 1.091 0.566
N 0.547 0.458 0.186
H -2.722 -2.011 -0.159
C 2.680 1.332 -0.043
H -3.002 -0.919 1.352
C 1.775 0.199 0.011
```


5.
The following is a quantum chemistry calculation of C5H5NO in the gas phase at a distorted geometry, from the Open Molecules 2025 dataset.

The calculation puts the molar mass at 95.10 g mol⁻¹. The HOMO energy comes out at -10.39 eV. The calculation puts the LUMO energy at 0.2 eV.

XYZ file:
```
12
C5H5NO | the Open Molecules 2025 dataset | ωB97M-V/def2-TZVPD
H -0.101 -1.743 1.197
C 0.238 0.917 -0.938
C -0.299 1.991 -1.056
C 0.474 0.140 1.902
C 0.483 -0.884 0.854
H -1.005 2.786 -1.055
C -0.205 -0.398 -0.417
H -0.185 -1.034 -2.235
O -0.179 -1.438 -1.358
H -1.233 -0.148 -0.125
H 1.505 -1.211 0.648
N 0.450 0.954 2.724
```


6.
The following is a quantum chemistry calculation of C9H16Br2N5O4P in the gas phase at a distorted geometry, from the Open Molecules 2025 dataset.

The calculation puts the molar mass at 449.04 g mol⁻¹. The HOMO energy comes out at -9.44 eV. The calculation puts the LUMO energy at -0.4 eV.

XYZ file:
```
37
C9H16Br2N5O4P | the Open Molecules 2025 dataset | ωB97M-V/def2-TZVPD
C -1.002 -2.800 0.728
C 3.770 -0.366 -0.272
C -2.953 0.213 0.475
H 3.984 1.648 0.433
C -1.912 -0.504 1.040
H -1.005 -3.052 1.789
O -0.154 1.068 1.448
H 0.788 1.265 -2.373
H 2.264 1.359 2.142
N 2.344 0.689 1.389
O 0.787 -0.472 -0.412
H 3.470 -1.350 0.084
P 1.012 0.746 0.371
H -1.378 1.239 -1.252
H 4.379 0.404 1.642
H -1.283 -3.678 0.153
H 3.156 -0.083 -1.124
C -2.987 -1.712 -0.410
N 1.161 2.135 -0.547
Br 5.596 -0.500 -0.898
C -0.887 -0.020 2.005
H -1.501 2.280 -2.697
C 3.688 0.668 0.833
H -0.203 -0.823 2.290
O -2.991 -3.896 -1.008
H -0.007 -2.466 0.429
H 1.009 2.982 -0.012
H 0.834 3.047 -2.376
N -3.422 -2.777 -1.234
O -4.205 -2.507 -2.114
Br -1.640 3.616 -0.603
H -1.370 0.390 2.898
N -1.945 -1.741 0.474
C 0.487 2.165 -1.829
H -3.261 1.218 0.682
C -1.029 2.157 -1.724
N -3.598 -0.544 -0.418
```


7.
The following is a quantum chemistry calculation of C5H8S3 in the gas phase at a distorted geometry, from the Open Molecules 2025 dataset.

The calculation puts the molar mass at 164.32 g mol⁻¹. The HOMO energy comes out at -8.88 eV. The calculation puts the LUMO energy at -0.5 eV.

XYZ file:
```
16
C5H8S3 | the Open Molecules 2025 dataset | ωB97M-V/def2-TZVPD
C -0.304 -0.450 -0.790
S -1.635 -0.448 1.771
C -0.524 -0.110 0.668
C 1.714 0.717 -1.778
S -1.805 -0.689 -1.745
H -0.187 1.631 -1.304
H 0.364 -1.310 -0.834
C 0.649 0.881 0.630
S 2.154 0.169 1.359
C 0.506 0.858 -0.936
H 0.435 1.833 1.093
H 2.399 -0.058 -1.339
H -1.255 -1.258 -2.872
H 1.381 0.420 -2.793
H 2.928 1.219 1.005
H 2.275 1.638 -1.891
```


8.
The following is a quantum chemistry calculation of C6H6O in the gas phase at a distorted geometry, from the Open Molecules 2025 dataset.

The calculation puts the molar mass at 94.11 g mol⁻¹. The HOMO energy comes out at -8.61 eV. The calculation puts the LUMO energy at 0.0 eV.

XYZ file:
```
13
C6H6O | the Open Molecules 2025 dataset | ωB97M-V/def2-TZVPD
H 0.612 -2.507 0.283
C -0.099 1.130 0.300
H 1.226 1.268 -1.383
H -0.537 2.069 0.141
H -2.283 0.906 -0.088
C 0.456 -1.474 0.185
O 2.278 0.310 0.197
H 0.364 0.896 1.295
H -2.073 -1.787 -0.135
C 1.590 -0.702 -0.183
C -1.305 -1.051 -0.068
C 1.144 0.686 -0.467
C -1.373 0.256 -0.076
```


9.
The following is a quantum chemistry calculation of a molecular structure, C4H6OYb at a distorted geometry, from the Open Molecules 2025 dataset.

The calculation puts the molar mass at 243.13 g mol⁻¹. Its total charge is +2. The HOMO energy comes out at -16.33 eV. The calculation puts the LUMO energy at -11.0 eV.

XYZ file:
```
12
C4H6OYb | the Open Molecules 2025 dataset | ωB97M-V/def2-TZVPD
C -0.482 -2.127 0.591
Yb 0.827 -1.441 -2.130
H 1.004 2.373 -0.551
H 0.885 1.178 1.356
H -1.556 -2.315 0.709
O 0.669 0.664 -1.608
C 0.334 1.512 -0.717
C -0.032 -0.929 0.556
H -0.994 1.330 -0.338
C -0.027 0.995 0.769
H 0.089 -2.919 0.086
H -0.719 1.679 1.277
```


10.
The following is a quantum chemistry calculation of a molecular structure, C40H31CrF3N4O2P2S2, from the Open Molecules 2025 dataset.

The calculation puts the molar mass at 834.79 g mol⁻¹. Its multiplicity is 5. The expectation value of S² is 6.08. Its total charge is -2. The HOMO energy (alpha / beta) comes out at -1.41 / -1.79 eV. The calculation puts the LUMO energy (alpha / beta) at 3.9 / 3.9 eV.

XYZ file:
```
85
C40H31CrF3N4O2P2S2 | the Open Molecules 2025 dataset | ωB97M-V/def2-TZVPD
C 2.308 0.168 6.659
H 0.189 4.023 -2.528
H -0.928 -3.051 -6.526
C 0.716 -4.026 -0.955
H 3.687 0.056 3.567
C 1.883 -4.714 -1.407
C 3.287 0.153 5.681
C -1.085 1.567 -4.059
H 0.204 0.123 7.062
F 2.220 1.416 8.663
C -1.190 -2.680 -5.541
C -0.158 -4.681 -0.037
H -3.453 -0.517 2.307
C -1.016 2.468 2.113
C -2.663 3.384 -0.845
H -0.297 3.279 2.050
H -1.245 5.788 -3.497
C 0.610 0.007 4.962
C -0.827 -1.102 -3.743
C -1.819 -1.736 -3.009
C 0.928 -0.323 1.408
H -4.381 2.379 -4.258
C -0.147 0.461 -1.400
H -2.706 -4.171 -5.203
C 0.969 0.099 6.295
C -2.036 0.552 1.097
F 2.106 -0.730 8.832
S 1.458 2.977 -0.093
C -0.621 2.347 -5.113
H 4.092 -5.072 3.119
H -2.820 0.998 -2.938
C 2.659 0.267 8.107
C 4.804 -3.660 0.912
H -2.035 -1.376 -2.010
S 1.846 0.586 -3.952
C -3.465 4.401 -1.357
H 0.287 -1.109 -5.565
H -1.640 2.923 4.117
C -2.500 -2.831 -3.534
C 3.642 -4.080 3.116
C -2.856 3.126 -5.575
C -2.647 1.185 3.342
H -3.258 -3.327 -2.937
H -3.220 1.011 4.247
H -0.432 -0.035 4.667
C 1.587 -0.035 3.956
H 5.430 -4.465 1.292
H -3.584 6.060 -2.716
P -0.194 1.954 -0.534
Cr 1.023 -0.982 -0.497
H 4.504 -3.884 -0.109
C -1.645 5.123 -2.740
H 4.205 -3.435 3.796
C 1.231 -0.185 2.581
N 0.447 -2.732 -1.267
C -3.327 2.364 -4.512
N 2.822 -5.277 -1.777
O 1.303 -2.139 -2.066
C -2.188 -3.306 -4.802
C -0.843 4.122 -2.212
C -2.780 0.331 2.253
H 1.769 -2.710 2.046
P 0.047 0.410 -3.125
C -1.760 2.257 3.267
O 2.664 -2.142 0.315
C 2.930 0.056 4.342
H 0.439 2.323 -5.334
N 3.622 -3.560 1.761
C -1.338 3.234 -1.254
F 3.987 0.215 8.322
N -0.842 -5.235 0.713
H -3.541 3.734 -6.156
C -2.959 5.275 -2.306
H 5.370 -2.727 0.910
H -3.080 2.707 -0.113
H -4.490 4.501 -1.016
C 2.629 -2.760 1.370
C -1.501 3.115 -5.873
C -2.449 1.590 -3.767
H 4.330 0.220 5.962
C -0.513 -1.589 -5.010
H -2.105 -0.121 0.250
H -1.122 3.713 -6.695
C -1.150 1.620 1.017
H 2.622 -4.167 3.487
```


11.
The following is a quantum chemistry calculation of 2 unconnected molecules or ions with the total composition C4H5NO, from the Open Molecules 2025 dataset.

The calculation puts the molar mass at 83.09 g mol⁻¹. The HOMO energy comes out at -9.10 eV. The calculation puts the LUMO energy at 1.0 eV.

XYZ file:
```
11
C4H5NO | the Open Molecules 2025 dataset | ωB97M-V/def2-TZVPD
C -1.893 0.069 0.185
N 1.579 -1.291 0.234
C -0.513 0.478 -0.045
H -2.114 -0.039 1.250
H -2.136 -0.867 -0.324
H 1.154 1.839 -0.685
H 3.155 0.073 -0.451
C 0.499 1.070 -0.347
C 2.253 -0.409 -0.146
O 0.529 -1.797 0.556
H -2.512 0.874 -0.226
```


12.
The following is a quantum chemistry calculation of C2H4Br2 in the gas phase at a distorted geometry, from the Open Molecules 2025 dataset.

The calculation puts the molar mass at 187.86 g mol⁻¹. The HOMO energy comes out at -10.50 eV. The calculation puts the LUMO energy at 0.3 eV.

XYZ file:
```
8
C2H4Br2 | the Open Molecules 2025 dataset | ωB97M-V/def2-TZVPD
H 1.126 -0.191 -1.030
H -1.164 0.045 0.959
Br -0.040 -2.132 1.279
Br -0.171 2.017 -1.217
H 1.273 0.831 0.540
C 0.658 0.427 -0.264
H -1.203 -0.547 -0.538
C -0.478 -0.450 0.271
```